[1]
{"formula": "C42H111N3O15", "method": "wB97M-V/def2-TZVPD", "symbols": ["C", "C", "C", "C", "C", "C", "N", "O", "C", "C", "C", "H", "H", "H", "H", "H", "H", "H", "H", "H", "H", "H", "H", "H", "H", "H", "H", "H", "H", "H", "C", "C", "C", "C", "C", "C", "N", "O", "C", "C", "C", "H", "H", "H", "H", "H", "H", "H", "H", "H", "H", "H", "H", "H", "H", "H", "H", "H", "H", "H", "C", "C", "C", "C", "C", "C", "N", "O", "C", "C", "C", "H", "H", "H", "H", "H", "H", "H", "H", "H", "H", "H", "H", "H", "H", "H", "H", "H", "H", "H", "C", "C", "O", "H", "H", "H", "H", "H", "H", "C", "C", "O", "H", "H", "H", "H", "H", "H", "C", "C", "O", "H", "H", "H", "H", "H", "H", "C", "O", "H", "H", "H", "H", "C", "O", "H", "H", "H", "H", "C", "O", "H", "H", "H", "H", "C", "O", "H", "H", "H", "H", "C", "O", "H", "H", "H", "H", "C", "O", "H", "H", "H", "H", "C", "O", "H", "H", "H", "H", "C", "O", "H", "H", "H", "H", "C", "O", "H", "H", "H", "H"], "positions_angstrom": [[-3.0823, 3.0363, 0.5853], [-4.2356, 4.0560, 0.3845], [-5.4477, 3.5186, 1.1644], [-6.6103, 4.5221, 1.3021], [-6.0592, 5.8526, 1.8604], [-4.8224, 6.4591, 1.1703], [-3.8513, 5.3630, 0.9328], [-2.5473, 5.7927, 0.5972], [-5.2052, 7.1349, -0.1202], [-4.0780, 7.4603, 2.1278], [-4.6202, 4.0027, -1.1490], [-2.1816, 3.4467, 0.1280], [-3.2571, 2.0101, 0.2667], [-2.8501, 3.1217, 1.6483], [-5.9998, 2.7739, 0.5855], [-5.2200, 2.9761, 2.0818], [-7.4226, 4.2377, 1.9719], [-7.1678, 4.8301, 0.4158], [-5.8306, 5.7049, 2.9164], [-6.8445, 6.5935, 1.7008], [-5.7284, 6.4620, -0.7996], [-5.8479, 7.9779, 0.1362], [-4.3328, 7.4943, -0.6677], [-4.8295, 8.0129, 2.6939], [-3.5239, 6.9833, 2.9370], [-3.3464, 8.0631, 1.5920], [-4.0722, 4.7364, -1.7445], [-5.6417, 4.3366, -1.3419], [-4.5414, 3.0460, -1.6641], [-2.5960, 6.0550, -0.3294], [3.8607, -5.4713, 2.8745], [2.4925, -5.0133, 3.4340], [1.3774, -5.9031, 2.8969], [1.3536, -7.2908, 3.5620], [0.8839, -7.0716, 4.9820], [1.8015, -6.0424, 5.7288], [2.3092, -4.8967, 4.9137], [3.3099, -4.0904, 5.4815], [0.9399, -5.4164, 6.7916], [2.9800, -6.8620, 6.3537], [2.0840, -3.6264, 2.8648], [4.6657, -5.0972, 3.5087], [4.0287, -4.9952, 1.9069], [4.0791, -6.5183, 2.6623], [0.3941, -5.5015, 2.6518], [1.6336, -6.2444, 1.8895], [2.2376, -7.9165, 3.4317], [0.6700, -7.9150, 2.9816], [1.0037, -7.9793, 5.5746], [-0.1592, -6.7559, 5.0045], [1.6093, -4.8724, 7.4613], [0.1146, -4.8626, 6.3471], [0.5459, -6.1541, 7.4936], [3.7301, -6.1367, 6.6757], [2.6335, -7.4181, 7.2236], [3.5874, -7.3836, 5.6132], [2.7717, -2.7904, 3.0006], [1.0683, -3.3706, 3.1663], [1.9654, -3.6078, 1.7784], [2.7348, -3.4227, 5.8685], [-0.1958, -1.0845, 1.8614], [0.4277, -0.0912, 0.8609], [1.9258, -0.3452, 0.8673], [2.7299, 0.0772, -0.3924], [1.9213, 0.9724, -1.4190], [0.4849, 0.4852, -1.7299], [-0.0381, -0.3457, -0.5411], [-1.3714, -0.6935, -0.6857], [-0.4451, 1.7084, -2.0201], [0.5434, -0.4801, -2.9234], [0.1207, 1.4035, 1.3234], [0.3863, -1.0797, 2.7817], [-0.2387, -2.0976, 1.4585], [-1.2529, -0.8225, 1.9177], [2.3704, 0.2565, 1.6624], [2.1644, -1.3610, 1.1827], [3.0963, -0.8536, -0.8245], [3.6043, 0.6271, -0.0449], [2.4015, 0.9422, -2.3977], [1.9127, 1.9811, -1.0055], [-0.3807, 2.3781, -1.1632], [-0.0333, 2.2075, -2.8980], [-1.4464, 1.3059, -2.1707], [1.3429, -1.1867, -2.6999], [-0.3898, -1.0327, -3.0308], [0.8326, 0.0770, -3.8144], [-0.9297, 1.6475, 1.4738], [0.7239, 2.1639, 0.8275], [0.5565, 1.4380, 2.3256], [-1.3038, -1.6331, -0.8862], [-4.0073, -2.5594, 2.1032], [-4.1088, -3.5056, 0.9881], [-5.4509, -3.7281, 0.6145], [-4.1798, -2.9964, 3.0874], [-4.4822, -1.5797, 2.0715], [-2.9335, -2.3619, 2.0571], [-3.6386, -4.4650, 1.2105], [-3.5469, -3.0531, 0.1674], [-5.5423, -4.5118, 0.0679], [-3.1420, -2.8760, -3.1743], [-1.7683, -3.6205, -3.2119], [-1.2652, -3.5982, -1.8400], [-3.7614, -2.9182, -4.0709], [-3.0336, -1.8263, -2.9019], [-3.7549, -3.3257, -2.3919], [-1.1357, -3.0975, -3.9291], [-1.9415, -4.6758, -3.4215], [-0.3274, -3.3937, -1.9557], [3.8559, 1.6243, -6.4859], [2.3261, 1.5363, -6.5217], [2.0389, 0.2137, -6.8644], [4.0460, 2.6238, -6.0899], [4.3445, 1.5042, -7.4533], [4.4056, 0.8957, -5.8898], [1.9417, 2.2263, -7.2752], [1.9642, 1.8726, -5.5468], [1.2414, 0.1744, -7.4041], [-0.7823, -0.3783, -6.2415], [-0.7107, 0.1184, -7.5652], [-1.8458, -0.4257, -6.0015], [-0.3753, -1.3883, -6.2194], [-0.2401, 0.2888, -5.5726], [-1.2592, 0.9064, -7.5351], [-3.9901, 0.9542, -3.9046], [-5.3435, 0.8124, -4.1402], [-3.9540, 1.6943, -3.1019], [-3.6814, -0.0417, -3.5856], [-3.4876, 1.4346, -4.7434], [-5.7824, 0.6269, -3.3073], [3.0095, 4.6761, -3.3320], [2.3147, 5.2940, -2.2837], [3.0022, 3.5944, -3.1808], [2.6275, 4.9262, -4.3214], [4.0454, 4.9740, -3.1699], [1.3667, 5.1893, -2.4098], [1.8988, -0.6946, 5.4694], [2.5918, -1.1656, 6.6248], [1.3204, -1.5328, 5.0773], [1.2746, 0.1382, 5.7950], [2.4967, -0.3281, 4.6354], [2.0367, -1.1162, 7.4057], [5.8620, -2.5486, -0.5570], [5.3562, -1.5891, 0.3406], [6.1560, -3.5052, -0.1239], [5.1039, -2.7103, -1.3238], [6.6847, -2.0963, -1.1147], [6.1122, -1.4517, 0.9188], [3.4010, 3.9349, 0.6819], [2.2481, 4.6681, 0.3914], [4.1507, 4.6055, 1.1037], [3.1570, 3.1357, 1.3834], [3.7899, 3.3974, -0.1861], [2.2851, 4.9662, -0.5253], [4.4420, 1.1751, 3.3417], [5.4079, 1.9019, 2.5902], [4.5534, 0.1259, 3.0634], [4.7144, 1.2766, 4.3919], [3.4183, 1.5215, 3.1927], [5.3093, 1.5611, 1.6971], [2.6493, -3.6604, -1.9246], [1.3496, -3.9675, -2.3854], [2.7015, -3.6826, -0.8351], [3.4180, -4.3943, -2.1705], [2.8416, -2.6343, -2.2391], [1.4006, -4.1720, -3.3227], [-0.1696, 4.7747, -5.3785], [-0.1114, 4.6770, -3.9557], [0.5295, 4.0716, -5.8302], [-1.1600, 4.4712, -5.7202], [0.0828, 5.7915, -5.6799], [-0.7936, 5.2225, -3.5567]], "fmax_ev_per_a": 3.317, "e_above_lowest_kj_mol": 145.3, "e_homo_ev": -7.66, "homo_lumo_gap_ev": 7.73}



[2]
{"formula": "C62H148N8O13", "method": "wB97M-V/def2-TZVPD", "symbols": ["C", "C", "C", "C", "C", "C", "N", "O", "C", "C", "C", "H", "H", "H", "H", "H", "H", "H", "H", "H", "H", "H", "H", "H", "H", "H", "H", "H", "H", "H", "C", "C", "C", "C", "C", "C", "N", "O", "C", "C", "C", "H", "H", "H", "H", "H", "H", "H", "H", "H", "H", "H", "H", "H", "H", "H", "H", "H", "H", "H", "C", "C", "C", "C", "C", "C", "N", "O", "C", "C", "C", "H", "H", "H", "H", "H", "H", "H", "H", "H", "H", "H", "H", "H", "H", "H", "H", "H", "H", "H", "C", "C", "C", "C", "C", "C", "N", "O", "C", "C", "C", "H", "H", "H", "H", "H", "H", "H", "H", "H", "H", "H", "H", "H", "H", "H", "H", "H", "H", "H", "C", "C", "C", "C", "C", "C", "N", "O", "C", "C", "C", "H", "H", "H", "H", "H", "H", "H", "H", "H", "H", "H", "H", "H", "H", "H", "H", "H", "H", "H", "C", "O", "H", "H", "H", "H", "C", "O", "H", "H", "H", "H", "C", "O", "H", "H", "H", "H", "C", "O", "H", "H", "H", "H", "C", "O", "H", "H", "H", "H", "C", "C", "C", "O", "C", "N", "H", "H", "H", "H", "H", "H", "H", "H", "H", "H", "H", "C", "C", "C", "O", "C", "N", "H", "H", "H", "H", "H", "H", "H", "H", "H", "H", "H", "C", "C", "C", "O", "C", "N", "H", "H", "H", "H", "H", "H", "H", "H", "H", "H", "H"], "positions_angstrom": [[-1.9239, 29.4815, 3.0063], [-2.2860, 30.7172, 4.0201], [-1.1778, 31.1603, 4.9887], [0.0103, 31.6755, 4.0780], [-0.4405, 33.0054, 3.4704], [-1.7731, 32.8292, 2.5753], [-2.7976, 31.9570, 3.2683], [-3.9936, 31.7180, 2.5501], [-2.4147, 34.1666, 2.3218], [-1.3319, 32.2621, 1.1723], [-3.3989, 30.1134, 4.9560], [-2.7876, 28.9403, 2.6200], [-1.2455, 28.7207, 3.3925], [-1.3833, 29.8337, 2.1277], [-1.6369, 32.0415, 5.4367], [-0.9865, 30.2890, 5.6152], [0.2049, 30.9706, 3.2696], [0.8921, 32.0135, 4.6224], [0.4721, 33.2750, 2.9389], [-0.6045, 33.7997, 4.1986], [-2.5413, 34.7171, 3.2540], [-1.8742, 34.8210, 1.6379], [-3.3917, 34.0631, 1.8498], [-2.1416, 31.7510, 0.6515], [-0.9980, 32.9307, 0.3788], [-0.5768, 31.4789, 1.2397], [-3.1336, 29.0772, 5.1657], [-4.3985, 30.1118, 4.5213], [-3.5664, 30.5589, 5.9366], [-4.7206, 32.0457, 3.0847], [1.1220, 39.7501, -6.0317], [1.2478, 41.1957, -5.5789], [2.5580, 41.7011, -6.1881], [2.9662, 43.1604, -5.9524], [1.8811, 44.0904, -6.4426], [0.5098, 43.6093, -5.9326], [0.2200, 42.1126, -6.0575], [-0.9685, 41.8270, -5.3335], [0.2203, 44.0942, -4.4254], [-0.5607, 44.3923, -6.7405], [1.4674, 41.1477, -4.0359], [0.1487, 39.3632, -5.7299], [1.9500, 39.1323, -5.6841], [1.0271, 39.7597, -7.1175], [3.4303, 41.0594, -6.0637], [2.3899, 41.8738, -7.2511], [3.8555, 43.4881, -6.4907], [3.2868, 43.3268, -4.9239], [1.9108, 44.1786, -7.5286], [2.1560, 45.0838, -6.0879], [-0.8168, 44.1363, -4.0925], [0.7877, 43.5468, -3.6728], [0.4079, 45.1676, -4.3958], [-0.4018, 44.0631, -7.7674], [-1.5730, 44.3035, -6.3463], [-0.2400, 45.4176, -6.9247], [2.1998, 41.8865, -3.7106], [2.0718, 40.2727, -3.7969], [0.5716, 40.9779, -3.4386], [-1.3024, 41.2482, -6.0228], [-4.5032, 40.9150, -1.1910], [-4.4817, 40.4741, -2.6759], [-3.2772, 39.5227, -2.8810], [-3.3980, 38.6872, -4.1137], [-4.7487, 37.8340, -4.0560], [-6.0405, 38.7410, -3.8933], [-5.7988, 39.6348, -2.7911], [-6.9532, 40.3926, -2.4087], [-6.2489, 39.4554, -5.2541], [-7.1495, 37.7623, -3.5310], [-4.4608, 41.7350, -3.5814], [-4.6634, 39.9841, -0.6471], [-5.3139, 41.5597, -0.8516], [-3.5741, 41.4099, -0.9084], [-2.3562, 40.1012, -2.9532], [-3.2682, 38.8498, -2.0236], [-2.5316, 38.0384, -4.2420], [-3.5049, 39.2092, -5.0646], [-4.6768, 37.2233, -3.1560], [-4.8573, 37.0517, -4.8072], [-5.3610, 39.9571, -5.6387], [-6.7910, 39.0279, -6.0976], [-6.9288, 40.2458, -4.9362], [-6.9885, 36.7665, -3.9440], [-7.0328, 37.5288, -2.4728], [-8.1836, 38.0133, -3.7670], [-4.0849, 41.6532, -4.6013], [-3.8619, 42.5043, -3.0939], [-5.4991, 42.0667, -3.5884], [-7.3940, 39.7645, -1.8317], [5.2307, 33.9164, -5.4605], [6.6020, 33.1636, -5.5894], [6.5536, 32.1776, -6.7661], [6.6286, 32.9039, -8.1200], [8.0553, 33.5281, -8.2301], [8.3466, 34.6165, -7.0995], [7.7465, 34.1808, -5.8445], [8.1245, 34.8813, -4.7298], [9.8978, 34.6969, -6.9994], [7.8121, 35.9478, -7.5807], [6.9216, 32.3979, -4.2519], [4.4221, 33.2750, -5.1101], [4.9153, 34.5697, -6.2740], [5.5129, 34.4514, -4.5536], [7.3536, 31.4377, -6.7410], [5.6377, 31.5945, -6.6699], [5.8228, 33.6263, -8.2499], [6.4317, 32.1647, -8.8965], [8.0162, 33.9547, -9.2323], [8.7642, 32.7092, -8.3526], [10.1424, 35.5126, -6.3190], [10.3110, 33.7557, -6.6366], [10.4095, 34.9910, -7.9158], [6.8615, 36.2379, -7.1332], [8.5542, 36.7148, -7.3589], [7.6638, 35.9864, -8.6599], [7.9183, 31.9589, -4.2956], [6.2035, 31.5809, -4.1817], [6.8109, 32.9933, -3.3456], [7.5257, 35.6197, -4.8627], [1.7326, 29.6636, -10.8859], [0.7426, 28.7320, -10.0778], [1.0853, 27.2125, -10.2256], [2.3934, 26.7900, -9.5918], [2.4164, 27.1898, -8.0798], [2.0718, 28.6888, -7.9271], [0.8017, 29.0278, -8.6514], [-0.3022, 28.6899, -8.0015], [1.8854, 29.0155, -6.3982], [3.3212, 29.5225, -8.3391], [-0.6976, 28.8794, -10.7193], [1.5622, 30.7277, -10.7224], [1.6228, 29.4938, -11.9569], [2.7915, 29.4067, -10.8571], [0.2287, 26.6166, -9.9106], [1.2593, 27.0192, -11.2842], [3.2996, 27.1083, -10.1072], [2.4125, 25.7028, -9.5167], [3.4338, 26.9159, -7.8003], [1.7292, 26.6012, -7.4721], [1.8205, 30.1035, -6.3900], [0.9583, 28.5772, -6.0286], [2.7282, 28.8209, -5.7349], [3.8705, 29.0427, -9.1491], [3.1769, 30.5823, -8.5490], [4.0755, 29.4547, -7.5551], [-1.4188, 28.2398, -10.2106], [-0.8071, 28.4723, -11.7245], [-1.0173, 29.9198, -10.6605], [-0.4253, 27.8538, -8.4569], [-3.2055, 33.8541, -4.3788], [-4.4824, 34.3593, -4.2428], [-2.4573, 34.4560, -3.8630], [-3.0578, 32.8686, -3.9372], [-2.9428, 33.9421, -5.4330], [-4.4238, 34.3461, -3.2847], [-0.9962, 39.1692, 0.1431], [-1.4431, 38.7947, 1.4557], [-0.6572, 38.3875, -0.5367], [-1.7468, 39.7332, -0.4107], [-0.1108, 39.8048, 0.1542], [-0.6714, 38.6516, 2.0085], [-4.5459, 32.9121, -1.2495], [-4.2841, 34.2536, -1.6073], [-4.1681, 32.2561, -2.0337], [-4.1122, 32.6945, -0.2734], [-5.5967, 32.6332, -1.3283], [-4.4524, 34.7498, -0.8029], [1.9485, 35.9785, -7.5943], [2.3225, 36.9971, -8.4861], [1.6403, 36.3555, -6.6191], [1.0415, 35.4785, -7.9343], [2.7749, 35.2891, -7.4216], [2.2893, 36.5934, -9.3564], [2.7601, 39.4723, -0.2799], [4.0341, 40.1436, 0.0390], [2.0466, 39.5188, 0.5429], [2.2948, 39.6958, -1.2399], [3.0978, 38.4571, -0.4883], [4.2882, 39.8533, 0.9181], [2.7915, 32.8330, 0.3164], [4.0766, 33.4353, 0.7580], [4.4965, 34.8066, 0.2025], [3.8649, 34.9747, -1.0802], [4.4184, 36.0214, -1.7976], [4.1422, 33.3841, 2.1940], [2.7085, 32.9175, -0.7672], [1.9570, 33.3559, 0.7836], [2.7154, 31.7747, 0.5659], [4.6676, 32.7102, 0.1983], [5.5633, 34.6088, 0.0983], [4.3794, 35.7078, 0.8044], [4.5911, 36.9206, -1.2063], [3.7678, 36.2807, -2.6329], [5.3734, 35.8532, -2.2953], [3.9811, 32.4360, 2.5029], [5.0432, 33.6595, 2.5579], [0.9281, 37.0381, -3.0847], [-0.2230, 35.9402, -2.9610], [0.4038, 34.5575, -2.6459], [1.1008, 34.0268, -3.8243], [1.3656, 32.6253, -3.7225], [-1.1171, 36.1883, -1.8743], [1.5963, 36.8333, -3.9212], [1.5691, 37.1305, -2.2079], [0.5865, 38.0626, -3.2323], [-0.7736, 35.8549, -3.8979], [-0.4215, 33.8974, -2.3790], [1.0609, 34.6639, -1.7827], [1.7359, 32.5173, -2.7031], [2.0833, 32.2018, -4.4252], [0.4109, 32.1091, -3.8228], [-1.7635, 36.9628, -1.9246], [-1.5991, 35.3543, -1.5707], [0.1341, 28.5527, -2.7386], [-1.0687, 29.4682, -2.2979], [-2.1731, 29.2688, -3.3584], [-3.2726, 30.0602, -2.9508], [-4.2243, 30.1569, -3.9877], [-1.5353, 29.1300, -0.9458], [0.9395, 28.5541, -2.0042], [0.4074, 28.9599, -3.7121], [-0.3074, 27.5649, -2.8700], [-0.6276, 30.4624, -2.3698], [-2.4858, 28.2286, -3.4500], [-1.6159, 29.6365, -4.2200], [-3.9589, 30.9416, -4.6962], [-5.0388, 30.6435, -3.4511], [-4.6272, 29.2131, -4.3551], [-1.0270, 29.5617, -0.1874], [-2.4110, 29.6220, -0.8397]], "fmax_ev_per_a": 5.890, "e_above_lowest_kj_mol": 372.7, "e_homo_ev": -7.84, "homo_lumo_gap_ev": 8.24}